Entry 1:
Entry from the Open Molecules 2025 dataset: C2H7ClSi2 as an isolated structure at a distorted geometry (wB97M-V/def2-TZVPD).

Last column: Mulliken charge in e.
Atoms and positions in Å:
C: -0.06 -1.28 -0.40  -0.8618
C: 0.07 1.31 0.36  -0.9227
Si: -1.43 -0.22 0.53  0.4568
Si: 1.27 0.12 -0.70  0.5553
Cl: 3.02 -0.12 0.32  -0.2531
H: 0.42 -1.85 0.31  0.2607
H: -0.42 -1.92 -1.19  0.4598
H: -0.30 2.23 -0.14  0.3242
H: 0.42 1.75 1.32  0.3432
H: -2.79 -0.37 -0.22  -0.0999
H: -1.89 -0.25 1.86  -0.1318
H: 1.69 0.60 -2.06  -0.1307

- Total energy: -1119.571346 Ha
- F_max: 0.079 Eh/bohr
- HOMO: -9.6 eV
- Relative energy (zero: lowest compared OMol25 entry of this formula, charge and spin): 14.2 kcal per mole
- Lowest unoccupied orbital energy: 0.020 Eh

=====

Entry 2:
Entry from the Open Molecules 2025 dataset: C13H16ClNO6 as an isolated structure at a distorted geometry (wB97M-V/def2-TZVPD).

Last column: Mulliken charge in e.
Atoms and positions in Å:
C: -4.21 -1.16 -1.09  -1.1904
C: -3.05 -0.09 -1.37  -0.2137
H: -3.25 0.87 -0.75  0.2178
H: -3.09 0.20 -2.43  0.4276
O: -1.87 -0.75 -1.21  -0.2459
C: -1.58 -0.64 0.27  -0.2872
O: -2.30 -0.32 1.30  -0.5862
C: -0.16 -1.05 0.25  1.7260
C: 0.20 -2.34 0.46  -0.1130
C: -0.47 -3.68 0.62  -1.1896
H: -0.31 -3.97 1.56  0.4417
H: -1.67 -3.32 0.53  0.2337
H: -0.25 -4.45 -0.33  0.2595
O: 1.63 -2.32 0.73  -0.4452
C: 2.08 -1.17 0.47  -0.0997
C: 0.98 -0.30 0.54  0.5725
C: 1.07 1.03 0.41  0.2441
O: 1.93 1.86 0.73  -0.7901
O: -0.04 1.75 -0.12  -0.1704
C: -0.40 3.10 0.08  -0.1900
C: -0.89 3.50 1.24  -0.9749
H: -1.83 3.01 1.79  0.2108
H: -0.06 3.48 2.12  0.2305
H: -1.18 4.61 1.47  0.3461
H: -1.13 3.40 -1.05  0.1922
H: 0.65 3.59 -0.32  0.2529
N: 3.46 -1.24 0.75  -0.2048
C: 4.47 -0.17 0.09  0.5344
O: 5.51 -0.53 0.56  -0.5390
C: 4.07 0.61 -0.88  -0.3941
H: 3.55 1.62 -0.54  0.2301
H: 4.90 0.93 -1.62  0.3554
Cl: 2.93 -0.02 -2.11  -0.1124
H: 3.82 -1.92 1.32  0.2482
H: -5.26 -0.85 -1.47  0.3604
H: -4.26 -1.25 -0.09  0.4483
H: -3.99 -2.03 -1.94  0.2146

- Total energy: -1471.017686 Ha
- F_max: 0.265 Eh/bohr
- HOMO: -8.5 eV
- Lowest unoccupied orbital energy: 0.004 Eh

=====

Entry 3:
Entry from the Open Molecules 2025 dataset: C23H26IrN4O4PS6 as an isolated structure at a distorted geometry (wB97M-V/def2-TZVPD).

Last column: Löwdin spin population.
Atoms and positions in Å:
Ir: 0.91 -0.30 1.20  0.0333
S: -0.56 0.89 3.20  0.1084
S: -1.12 -0.42 4.63  0.1935
S: 0.16 -2.04 4.47  0.2916
S: 0.73 -2.26 2.60  0.3186
O: 3.87 5.01 -0.88  0.0000
C: 3.38 5.45 0.26  0.0000
O: 3.61 6.57 0.66  0.0000
C: 2.52 4.53 1.06  0.0001
C: 1.96 4.93 2.26  0.0000
N: 1.24 3.90 2.71  0.0007
N: 1.27 2.85 1.90  0.0038
C: 2.06 3.19 0.90  0.0002
C: 2.28 2.19 -0.21  0.0003
O: 2.96 2.54 -1.18  0.0005
O: 1.77 1.01 -0.19  0.0036
H: 3.56 4.07 -1.09  0.0000
H: 2.04 5.87 2.77  0.0000
H: 0.66 3.82 3.53  0.0013
S: 2.19 -1.77 0.01  -0.0032
C: 3.57 -1.38 0.98  0.0008
S: 3.08 -0.29 2.24  0.0168
C: 4.83 -1.88 0.78  0.0001
C: 5.90 -1.53 1.66  0.0001
N: 6.76 -1.25 2.37  0.0000
C: 5.09 -2.78 -0.28  0.0000
N: 5.29 -3.52 -1.15  0.0001
C: -3.76 -1.59 -0.48  0.0004
C: -2.78 -0.97 0.53  0.0014
C: -3.43 0.28 1.12  0.0019
C: -2.60 -2.00 1.65  0.0051
P: -1.07 -0.62 -0.21  0.0014
C: -0.89 -2.16 -1.20  0.0005
C: -1.28 -2.27 -2.54  0.0003
C: -1.20 -3.48 -3.21  -0.0002
C: -0.75 -4.62 -2.56  0.0003
C: -0.38 -4.53 -1.23  0.0004
C: -0.45 -3.31 -0.56  0.0068
C: -1.26 0.82 -1.44  -0.0005
C: -0.13 0.77 -2.47  0.0000
C: -2.58 0.95 -2.21  -0.0001
C: -1.14 2.11 -0.60  -0.0003
H: -4.70 -1.78 0.05  0.0000
H: -3.40 -2.55 -0.86  0.0000
H: -3.98 -0.94 -1.32  0.0000
H: -4.31 -0.03 1.70  0.0002
H: -3.78 0.97 0.35  0.0000
H: -2.76 0.82 1.79  0.0013
H: -3.58 -2.18 2.12  0.0001
H: -1.93 -1.64 2.43  0.0010
H: -2.24 -2.95 1.27  0.0009
H: -1.66 -1.42 -3.07  0.0000
H: -1.50 -3.53 -4.25  0.0000
H: -0.68 -5.56 -3.09  0.0000
H: -0.01 -5.40 -0.70  0.0000
H: -0.15 -3.28 0.48  0.0087
H: -0.25 -0.04 -3.19  0.0000
H: 0.85 0.68 -2.01  0.0000
H: -0.14 1.71 -3.03  0.0000
H: -2.81 0.09 -2.84  0.0000
H: -2.49 1.81 -2.87  0.0000
H: -3.44 1.13 -1.56  0.0000
H: -0.24 2.14 -0.01  -0.0002
H: -1.99 2.24 0.07  0.0000
H: -1.13 2.96 -1.29  0.0000

- Total energy: -4247.049619 Ha
- F_max: 0.038 Eh/bohr
- HOMO (spin up / spin down): -5.4 / -5.3 eV
- 2S+1: 2
- Relative energy (zero: lowest compared OMol25 entry of this formula, charge and spin): 20.6 kcal per mole
- Total charge: -1
- Lowest unoccupied orbital energy (spin up / spin down): 0.067 / -0.001 Eh

=====

Entry 4:
Entry from the Open Molecules 2025 dataset: C38H36CaClN2O7P2 as an isolated structure (wB97M-V/def2-TZVPD).

Last column: Mulliken charge in e.
Atoms and positions in Å:
Ca: -0.85 0.28 -0.32  2.1473
O: -1.44 -0.83 -3.65  -0.5902
C: -1.15 -2.20 -3.44  -0.5041
C: -1.77 -2.75 -2.17  -0.8748
N: -1.20 -2.27 -0.91  0.8598
C: -1.95 -2.84 0.20  -0.7490
C: -1.62 -2.22 1.57  0.2111
O: -1.78 -2.91 2.57  -0.7973
O: -1.21 -1.01 1.54  -0.5605
C: 0.21 -2.66 -0.81  -1.0108
C: 1.21 -1.70 -1.49  0.7067
O: 2.34 -2.12 -1.73  -0.8155
O: 0.77 -0.51 -1.69  -0.7210
H: -0.80 -0.29 -3.17  0.3379
H: -0.07 -2.38 -3.46  0.2442
H: -1.58 -2.74 -4.28  0.4921
H: -1.70 -3.85 -2.21  0.3606
H: -2.83 -2.49 -2.18  0.3198
H: -1.81 -3.93 0.28  0.3723
H: -3.02 -2.67 0.03  0.4112
H: 0.38 -3.67 -1.21  0.2588
H: 0.50 -2.68 0.24  0.2576
Cl: -4.60 6.50 -3.07  -0.2693
C: -3.69 5.04 -2.72  0.0832
C: -2.97 4.42 -3.76  -0.5134
C: -2.25 3.29 -3.52  -0.7593
C: -2.19 2.68 -2.22  -0.0882
O: -1.49 1.65 -2.03  -0.3739
C: -2.96 3.33 -1.20  1.0145
C: -2.99 2.84 0.15  -0.3544
O: -2.41 1.86 0.60  -0.6024
C: -3.69 4.50 -1.47  -0.9188
H: -2.98 4.86 -4.75  0.4120
H: -1.69 2.80 -4.31  0.4126
H: -3.62 3.44 0.84  0.1940
H: -4.25 4.97 -0.67  0.3805
C: 0.80 1.18 3.26  -1.1201
N: 1.89 1.24 2.25  -0.0042
P: 2.36 -0.39 1.74  1.4608
C: 4.15 -0.21 1.41  0.1950
C: 4.71 -1.14 0.55  -0.7890
C: 6.07 -1.10 0.28  -0.5994
C: 6.87 -0.12 0.84  -0.5982
C: 6.30 0.83 1.68  -0.7439
C: 4.95 0.79 1.97  0.1603
C: 2.41 -1.28 3.35  -0.2848
C: 1.26 -2.00 3.70  0.4146
C: 1.21 -2.72 4.88  -0.8001
C: 2.31 -2.74 5.72  -0.4341
C: 3.46 -2.04 5.38  -0.6544
C: 3.51 -1.32 4.20  -0.6217
P: 1.31 2.07 0.82  0.9592
C: 0.93 3.74 1.44  0.2414
C: 1.48 4.31 2.59  0.0469
C: 1.15 5.60 2.96  -0.6837
C: 0.27 6.34 2.19  -0.6151
C: -0.29 5.79 1.04  -0.5806
C: 0.04 4.49 0.68  -0.9974
C: 2.86 2.39 -0.10  0.1908
C: 3.18 1.52 -1.14  -0.1177
C: 4.38 1.66 -1.82  -0.6371
C: 5.26 2.68 -1.48  -0.5696
C: 4.93 3.57 -0.47  -0.6365
C: 3.74 3.42 0.22  -0.8276
H: 1.22 0.85 4.21  0.3326
H: -0.01 0.49 2.98  0.2105
H: 0.37 2.17 3.40  0.4816
H: 4.07 -1.87 0.06  0.2672
H: 6.50 -1.83 -0.40  0.4108
H: 7.93 -0.08 0.61  0.3736
H: 6.92 1.62 2.10  0.3914
H: 4.50 1.54 2.61  0.3564
H: 0.39 -1.98 3.05  0.0112
H: 0.30 -3.26 5.13  0.5120
H: 2.28 -3.31 6.65  0.3540
H: 4.33 -2.07 6.03  0.4064
H: 4.42 -0.79 3.93  0.3339
H: 2.17 3.73 3.19  0.4053
H: 1.58 6.03 3.86  0.4193
H: 0.00 7.35 2.48  0.3706
H: -0.98 6.36 0.44  0.4711
H: -0.40 4.05 -0.21  0.5115
H: 2.49 0.72 -1.42  0.3779
H: 4.63 0.96 -2.61  0.4845
H: 6.19 2.79 -2.01  0.3792
H: 5.60 4.38 -0.21  0.4283
H: 3.50 4.12 1.02  0.3837

- Total energy: -3926.679693 Ha
- F_max: 0.005 Eh/bohr
- HOMO: -5.6 eV
- Relative energy (zero: lowest compared OMol25 entry of this formula, charge and spin): 1.3 kcal per mole
- Total charge: -1
- Lowest unoccupied orbital energy: 0.088 Eh

=====

The highest F_max belongs to which entry? C13H16ClNO6

=====

Which formula does entry 4 have? C38H36CaClN2O7P2

=====

Which value of total energy does entry 1 give? -1119.571346 Ha

=====

What is the F_max in the second record? 0.265 Eh/bohr